[1]
The following is a quantum chemistry calculation of 3 unconnected molecules or ions with the total composition C20H29FO5S3, from OMol25.

Results
Electronic energy = -2449.9348 Eh
Energy relative to the best compared isomer or geometry (same formula, charge and spin) = 0.0 kcal/mol
Net charge = 0
Spin multiplicity = 1
M = 464.6 g/mol

Cartesian coordinates (Å):
C -0.84 -1.45 -0.06
C 0.75 -1.45 -0.16
O 1.26 -2.75 -0.41
C 2.60 -2.91 0.13
C 3.46 -1.70 -0.39
C 3.61 -1.59 -1.73
F 3.06 -2.48 -2.61
C 4.42 -0.35 -2.27
O 5.18 -0.43 -3.20
C 4.19 0.95 -1.43
C 4.10 2.26 -2.08
C 4.23 2.52 -3.62
C 2.76 2.76 -4.20
C 2.33 1.81 -5.38
S 2.57 0.01 -5.07
C 3.84 3.41 -1.19
C 3.71 3.28 0.26
C 3.79 1.96 0.91
C 4.02 0.83 0.04
C 4.08 -0.64 0.58
O 4.58 -0.94 1.64
H -1.19 -2.48 0.20
H -1.33 -1.16 -1.03
H -1.19 -0.76 0.78
H 0.98 -0.71 -1.00
H 1.11 -0.96 0.78
H 2.97 -3.89 -0.29
H 2.50 -2.95 1.25
H 4.79 1.72 -4.16
H 4.81 3.48 -3.71
H 2.65 3.82 -4.58
H 2.03 2.66 -3.35
H 2.86 2.04 -6.35
H 1.23 1.96 -5.52
H 1.96 -0.28 -3.87
H 3.74 4.43 -1.62
H 3.52 4.16 0.90
H 3.69 1.80 2.00
C -3.46 1.21 4.39
S -3.96 0.51 2.81
O -2.81 -0.27 2.28
C -4.01 2.07 1.91
H -3.34 0.40 5.10
H -2.52 1.75 4.27
H -4.24 1.89 4.74
H -3.03 2.56 1.95
H -4.77 2.72 2.35
H -4.27 1.87 0.87
C -6.54 -4.10 3.79
S -6.30 -2.33 3.56
O -7.46 -1.64 4.19
C -6.56 -2.33 1.78
H -6.45 -4.33 4.85
H -7.53 -4.39 3.43
H -5.77 -4.64 3.24
H -7.55 -2.73 1.55
H -5.79 -2.93 1.30
H -6.49 -1.30 1.42

=====

[2]
The following is a quantum chemistry calculation of a gas-phase ion, C20H29N2O3S (charge +1), from OMol25.

Results
Electronic energy = -1512.6911 Eh
Energy relative to the best compared isomer or geometry (same formula, charge and spin) = 4.3 kcal/mol
Net charge = +1
Spin multiplicity = 1
M = 377.5 g/mol

Cartesian coordinates (Å):
C 1.78 -0.72 2.98
C 1.07 0.30 3.87
H 1.25 0.07 4.92
H 1.42 1.31 3.65
O -0.35 0.21 3.76
C -0.99 0.43 2.59
C -2.23 -0.19 2.50
C -3.04 -0.08 1.37
C -2.58 0.66 0.30
C -1.36 1.31 0.37
C -0.55 1.23 1.50
O 0.60 1.92 1.67
C 1.23 2.52 0.56
H 2.09 3.04 0.98
H 0.58 3.25 0.07
C 1.71 1.45 -0.45
O 1.46 0.28 -0.27
N 2.38 1.99 -1.47
H 2.50 2.99 -1.46
C 3.04 1.37 -2.63
C 2.96 -0.16 -2.58
H 3.48 -0.57 -3.44
H 3.43 -0.54 -1.68
H 1.93 -0.49 -2.61
C 4.51 1.81 -2.61
H 5.00 1.47 -1.70
H 5.04 1.40 -3.46
H 4.59 2.90 -2.65
C 2.35 1.89 -3.89
H 2.82 1.48 -4.77
H 2.42 2.98 -3.94
H 1.30 1.61 -3.89
H -1.03 1.89 -0.47
H -3.17 0.75 -0.60
C -4.35 -0.80 1.35
H -4.85 -0.68 0.39
H -5.01 -0.41 2.14
N -4.15 -2.26 1.61
H -4.97 -2.66 2.08
H -3.33 -2.32 2.25
C -3.83 -3.08 0.39
C -2.56 -2.65 -0.23
C -2.36 -2.11 -1.47
C -1.00 -1.82 -1.71
C -0.19 -2.13 -0.67
S -1.06 -2.80 0.64
H 0.87 -1.98 -0.58
H -0.64 -1.39 -2.63
H -3.14 -1.94 -2.18
H -3.77 -4.12 0.71
H -4.65 -2.97 -0.32
H -2.55 -0.74 3.38
H 1.41 -1.72 3.18
H 1.63 -0.49 1.93
H 2.85 -0.69 3.19

=====

[3]
The following is a quantum chemistry calculation of C20H29N3O in the gas phase, from OMol25.

Results
Electronic energy = -1019.0530 Eh
Energy relative to the best compared isomer or geometry (same formula, charge and spin) = 9.4 kcal/mol
Net charge = 0
Spin multiplicity = 1
M = 327.5 g/mol

Cartesian coordinates (Å):
C -4.82 -2.50 -0.25
C -4.59 -1.03 -0.13
C -5.49 -0.05 0.16
N -4.86 1.18 0.18
C -3.54 1.00 -0.12
C -2.49 1.91 -0.25
C -1.25 1.42 -0.57
C -1.02 0.05 -0.75
C -2.05 -0.86 -0.63
C -3.33 -0.39 -0.32
H -1.91 -1.92 -0.81
C 0.37 -0.36 -1.11
O 1.12 0.36 -1.74
N 0.74 -1.59 -0.66
H 0.11 -2.10 -0.06
C 2.07 -2.11 -0.81
C 2.74 -2.36 0.54
H 3.70 -2.86 0.37
H 2.12 -3.02 1.16
C 2.97 -1.04 1.29
N 3.81 -0.16 0.51
C 3.47 1.25 0.62
C 4.20 2.03 -0.47
C 5.70 1.84 -0.34
C 6.02 0.35 -0.37
C 5.23 -0.37 0.72
H 5.43 -1.44 0.68
H 5.54 0.00 1.71
H 7.09 0.18 -0.21
H 5.74 -0.06 -1.34
H 6.22 2.35 -1.15
H 6.05 2.27 0.60
H 3.86 1.66 -1.44
H 3.93 3.09 -0.39
H 2.39 1.35 0.47
H 3.74 1.65 1.61
H 3.40 -1.25 2.29
H 2.00 -0.56 1.44
H 2.04 -3.04 -1.39
H 2.64 -1.36 -1.35
H -0.42 2.09 -0.70
H -2.65 2.97 -0.12
C -5.51 2.43 0.44
H -6.23 2.66 -0.35
H -6.04 2.40 1.39
H -4.77 3.22 0.47
C -6.95 -0.14 0.45
H -7.52 0.48 -0.24
H -7.29 -1.17 0.35
H -7.16 0.20 1.47
H -4.31 -3.04 0.55
H -5.88 -2.74 -0.20
H -4.42 -2.87 -1.20

=====

What is the spin multiplicity in the second record? 1